[1]
Entry from OMol25: 3 unconnected molecules or ions with the total composition C4H10O2 (ωB97M-V/def2-TZVPD).

## Properties
HOMO level   -0.32098 Eh
Total charge   0
ΔE to the lowest compared entry with this formula, charge and spin   49.9 kcal per mole
Gap between HOMO and LUMO   9.21 eV

The geometry in XYZ format:
```
16
Properties=species:S:1:pos:R:3:lowdin_charge:R:1
C 1.752 1.602 -1.053 0.006
C 1.603 0.331 -0.707 -0.201
C 2.738 -0.582 -0.492 -0.209
C 2.621 -1.907 -0.516 0.002
H 2.748 2.022 -1.099 0.054
H 0.972 2.136 -1.590 0.058
H 0.676 -0.207 -0.646 0.089
H 3.670 -0.043 -0.341 0.097
H 3.435 -2.551 -0.238 0.050
H 1.614 -2.226 -0.761 0.055
H -2.050 -0.435 1.773 0.030
H -2.869 0.757 1.739 0.003
O -1.935 0.523 1.855 -0.072
H -4.878 -0.549 0.890 0.044
H -5.377 0.860 0.787 0.046
O -4.721 0.269 0.400 -0.052
```

[2]
Entry from OMol25: a molecular structure, C4H10O2 (ωB97M-V/def2-TZVPD).

## Properties
HOMO level   -0.32885 Eh
Total charge   0
ΔE to the lowest compared entry with this formula, charge and spin   65.5 kcal per mole
Gap between HOMO and LUMO   9.44 eV

The geometry in XYZ format:
```
16
Properties=species:S:1:pos:R:3:lowdin_charge:R:1
C 0.240 1.652 -0.145 -0.030
C -0.032 0.159 0.344 -0.727
C 1.277 -0.401 0.937 -0.029
O -1.120 -0.068 1.148 -0.155
C -0.421 -0.398 -0.984 0.030
O -1.254 -1.844 -0.496 -0.062
H -0.680 2.158 -0.467 0.082
H 0.621 2.149 0.740 0.077
H 1.000 1.780 -0.946 0.090
H 2.136 -0.233 0.274 0.080
H 1.475 0.097 1.895 0.087
H 1.193 -1.475 1.137 0.083
H -1.436 -1.189 0.521 0.119
H -1.257 0.152 -1.405 0.116
H 0.409 -0.581 -1.679 0.129
H -2.152 -1.957 -0.876 0.111
```

[3]
Entry from OMol25: 2 unconnected molecules or ions with the total composition C4H10O2 (ωB97M-V/def2-TZVPD).

## Properties
HOMO level   -0.36528 Eh
Total charge   0
ΔE to the lowest compared entry with this formula, charge and spin   8.9 kcal per mole
Gap between HOMO and LUMO   10.84 eV

The geometry in XYZ format:
```
16
Properties=species:S:1:pos:R:3:lowdin_charge:R:1
C -1.247 0.977 0.833 -0.083
C 0.705 0.089 -0.309 -0.447
C 1.213 1.134 -1.276 -0.007
O 1.486 -0.519 0.403 0.050
C -0.795 -0.095 -0.186 -0.169
O 0.207 -2.984 0.640 -0.077
H -2.127 0.653 1.384 0.071
H -0.486 1.219 1.586 0.085
H -1.512 1.913 0.347 0.069
H 0.460 1.895 -1.493 0.081
H 2.140 1.599 -0.930 0.089
H 1.447 0.615 -2.211 0.094
H 0.810 -2.220 0.670 -0.006
H -1.025 -1.101 0.180 0.093
H -1.294 0.024 -1.160 0.120
H -0.018 -3.129 1.564 0.037
```

[4]
Entry from OMol25: a molecular structure, C4H10O2 (ωB97M-V/def2-TZVPD).

## Properties
HOMO level   -0.29007 Eh
Total charge   0
ΔE to the lowest compared entry with this formula, charge and spin   93.5 kcal per mole
Gap between HOMO and LUMO   8.90 eV

The geometry in XYZ format:
```
16
Properties=species:S:1:pos:R:3:lowdin_charge:R:1
C -1.576 -0.077 1.238 -0.100
O -0.590 0.656 0.543 -0.193
C -0.124 -0.005 -0.575 -0.354
C 0.394 0.923 -1.643 -0.067
C 1.426 -0.905 0.157 -0.143
O 1.249 -1.023 1.508 -0.072
H -2.497 -0.131 0.640 0.092
H -1.237 -1.093 1.483 0.093
H -1.768 0.476 2.158 0.094
H -0.948 -0.654 -0.988 0.145
H -0.397 1.488 -2.151 0.081
H 0.955 0.368 -2.406 0.088
H 1.066 1.631 -1.157 0.082
H 0.741 -1.371 -0.522 0.060
H 2.167 -0.169 -0.133 0.093
H 1.140 -0.115 1.848 0.101
```

[5]
Entry from OMol25: a single C4H10O2 molecule (ωB97M-V/def2-TZVPD).

## Properties
HOMO level   -0.37385 Eh
Total charge   0
ΔE to the lowest compared entry with this formula, charge and spin   29.7 kcal per mole
Gap between HOMO and LUMO   11.13 eV

The geometry in XYZ format:
```
16
Properties=species:S:1:pos:R:3:lowdin_charge:R:1
C -0.620 -0.134 -0.933 -0.192
C -0.724 0.735 0.310 -0.210
C 0.638 1.254 0.794 -0.289
O 0.498 1.932 2.021 -0.041
C -0.188 -1.561 -0.572 -0.280
O 0.388 -2.264 -1.659 -0.062
H -1.613 -0.213 -1.378 0.108
H 0.057 0.263 -1.694 0.115
H -1.417 1.579 0.317 0.112
H -1.140 0.105 1.109 0.115
H 1.224 0.352 0.906 0.101
H 1.046 1.709 -0.112 0.123
H 0.648 2.860 1.817 0.089
H 0.596 -1.516 0.163 0.101
H -1.019 -2.069 -0.073 0.123
H -0.305 -2.676 -2.192 0.088
```

[6]
Entry from OMol25: 2 unconnected molecules or ions with the total composition C4H10O2 (ωB97M-V/def2-TZVPD).

## Properties
HOMO level   -0.34302 Eh
Total charge   0
ΔE to the lowest compared entry with this formula, charge and spin   57.8 kcal per mole
Gap between HOMO and LUMO   10.27 eV

The geometry in XYZ format:
```
16
Properties=species:S:1:pos:R:3:lowdin_charge:R:1
C 2.071 1.202 0.904 -0.111
C -0.013 -1.473 -0.824 -0.249
O -1.223 -2.099 -0.268 -0.120
C 0.707 -0.661 0.210 -0.111
C 1.004 0.634 -0.006 -0.157
H 1.809 2.290 1.194 0.099
H 2.457 0.539 1.632 0.051
H 2.878 1.517 0.176 0.085
H 0.417 -2.259 -1.342 0.079
H -0.425 -0.984 -1.740 0.126
H -0.955 -2.746 0.419 0.082
H 1.164 -1.296 1.035 0.130
H 0.466 1.232 -0.739 0.097
H -2.406 1.326 0.356 0.007
H -1.723 2.061 -0.808 -0.018
O -2.064 2.112 0.032 0.011
```

- What is the total charge in the first record?
  0

- Which value of HOMO level does entry 4 give?
  -0.29007 Eh

Repeat the first record exactly.
Entry from OMol25: 3 unconnected molecules or ions with the total composition C4H10O2 (ωB97M-V/def2-TZVPD).

## Properties
HOMO level   -0.32098 Eh
Total charge   0
ΔE to the lowest compared entry with this formula, charge and spin   49.9 kcal per mole
Gap between HOMO and LUMO   9.21 eV

The geometry in XYZ format:
```
16
Properties=species:S:1:pos:R:3:lowdin_charge:R:1
C 1.752 1.602 -1.053 0.006
C 1.603 0.331 -0.707 -0.201
C 2.738 -0.582 -0.492 -0.209
C 2.621 -1.907 -0.516 0.002
H 2.748 2.022 -1.099 0.054
H 0.972 2.136 -1.590 0.058
H 0.676 -0.207 -0.646 0.089
H 3.670 -0.043 -0.341 0.097
H 3.435 -2.551 -0.238 0.050
H 1.614 -2.226 -0.761 0.055
H -2.050 -0.435 1.773 0.030
H -2.869 0.757 1.739 0.003
O -1.935 0.523 1.855 -0.072
H -4.878 -0.549 0.890 0.044
H -5.377 0.860 0.787 0.046
O -4.721 0.269 0.400 -0.052
```

- What is the total charge in the first record?
  0